Here is the ion C5H12NO with charge -1 at a distorted geometry from the Open Molecules 2025 dataset. Energies are from the ωB97M-V functional and the def2-TZVPD basis.

CARTESIAN COORDINATES (ANGSTROEM)
C: 2.34 1.42 0.01
C: 1.11 1.00 0.77
N: 0.55 -0.18 0.03
C: -1.11 -2.04 0.35
C: -0.87 -0.53 0.21
C: -1.77 0.12 -0.95
O: -3.08 0.18 -0.79
H: 1.96 1.60 -1.01
H: 3.04 0.59 0.07
H: 2.86 2.27 0.48
H: 0.31 1.73 0.90
H: 1.28 0.51 1.75
H: 0.63 0.00 -0.97
H: -2.14 -2.34 0.56
H: -0.74 -2.45 -0.60
H: -0.42 -2.37 1.14
H: -1.25 -0.04 1.11
H: -1.29 1.08 -1.25
H: -1.40 -0.55 -1.81

Computed properties:
Charge: -1
Highest occupied orbital energy in eV: -2.3
Electronic energy in eV: -8916.175
Frontier orbital gap in eV: 6.02

Here is the ion C5H12NO with charge -1 at a distorted geometry from the Open Molecules 2025 dataset. Energies are from the ωB97M-V functional and the def2-TZVPD basis.

CARTESIAN COORDINATES (ANGSTROEM)
C: 0.20 -0.07 -0.01
N: -0.42 -0.60 -1.27
C: 0.50 -0.74 -2.46
O: 1.50 -1.59 -2.27
C: -0.74 1.00 0.59
C: -1.10 0.93 2.10
C: 0.11 0.95 2.99
H: 0.48 -0.93 0.59
H: 1.10 0.50 -0.24
H: -0.61 -1.53 -0.90
H: -0.14 -1.17 -3.28
H: 0.68 0.39 -2.63
H: -1.68 0.98 0.05
H: -0.42 2.04 0.43
H: -1.76 1.80 2.27
H: -1.78 0.06 2.16
H: 0.68 0.01 2.91
H: -0.06 1.06 4.06
H: 0.73 1.81 2.71

Computed properties:
Charge: -1
Highest occupied orbital energy in eV: -2.4
Electronic energy in eV: -8916.048
Frontier orbital gap in eV: 5.97

Here is the ion C5H12NO with charge -1 at a distorted geometry from the Open Molecules 2025 dataset. Energies are from the ωB97M-V functional and the def2-TZVPD basis.

CARTESIAN COORDINATES (ANGSTROEM)
C: -0.66 -0.99 -0.28
N: -1.30 0.05 -1.01
C: -2.44 0.86 -0.30
O: -2.82 0.25 0.81
C: 0.15 -0.58 0.96
C: 1.30 0.42 0.61
C: 2.37 -0.07 -0.39
H: 0.03 -1.58 -0.92
H: -1.33 -1.79 0.05
H: -0.60 0.68 -1.36
H: -3.26 1.05 -1.02
H: -1.90 1.83 -0.10
H: -0.50 -0.02 1.64
H: 0.60 -1.47 1.42
H: 1.79 0.56 1.58
H: 0.78 1.30 0.24
H: 1.87 -0.39 -1.31
H: 3.01 0.78 -0.65
H: 2.92 -0.89 0.05

Computed properties:
Charge: -1
Highest occupied orbital energy in eV: -2.3
Electronic energy in eV: -8916.347
Frontier orbital gap in eV: 6.14

Here is the ion C5H12NO with charge -1 at a distorted geometry from the Open Molecules 2025 dataset. Energies are from the ωB97M-V functional and the def2-TZVPD basis.

CARTESIAN COORDINATES (ANGSTROEM)
C: 0.32 -1.93 1.32
N: -0.12 -0.59 0.91
C: -0.46 -0.45 -0.57
C: -0.94 1.00 -0.79
C: 0.16 2.20 -0.97
O: 0.07 3.18 -0.13
C: 0.92 -2.86 0.27
H: -0.49 -2.44 1.86
H: 1.15 -1.79 2.02
H: -0.93 -0.08 1.25
H: -1.17 -1.23 -0.87
H: 0.43 -0.63 -1.21
H: -1.24 1.37 0.22
H: -1.85 0.97 -1.38
H: 0.04 2.46 -2.06
H: 1.08 1.49 -0.89
H: 0.12 -3.26 -0.36
H: 1.21 -3.74 0.88
H: 1.72 -2.44 -0.32

Computed properties:
Charge: -1
Highest occupied orbital energy in eV: -2.3
Electronic energy in eV: -8915.165
Frontier orbital gap in eV: 5.86

Here is a cluster of 2 separate species, C5H12NO in total at a distorted geometry from the Open Molecules 2025 dataset. Energies are from the ωB97M-V functional and the def2-TZVPD basis.

CARTESIAN COORDINATES (ANGSTROEM)
C: -2.06 0.50 -1.36
C: -0.99 -0.53 -1.01
C: -0.54 -0.41 0.42
C: -0.73 -1.36 1.33
C: 0.79 1.60 -0.08
N: 0.16 0.75 0.78
H: -1.76 1.54 -1.21
H: -2.91 0.42 -0.67
H: -2.44 0.31 -2.34
H: -0.14 -0.36 -1.66
H: -1.47 -1.50 -1.05
H: -1.26 -2.28 1.13
H: -0.51 -1.16 2.37
H: 1.45 2.34 0.35
H: 0.72 1.55 -1.14
H: 0.16 0.86 1.78
H: 3.91 -0.46 1.49
H: 4.01 -1.31 0.27
O: 3.61 -0.50 0.57

Computed properties:
Charge: 0
Multiplicity: 2
Highest occupied orbital energy (spin up / spin down) in eV: -5.9 / -8.5
Electronic energy in eV: -8914.815
Frontier orbital gap (spin up / spin down) in eV: 6.70 / 9.34

Here is the molecule C5H12NO at a distorted geometry from the Open Molecules 2025 dataset. Energies are from the ωB97M-V functional and the def2-TZVPD basis.

CARTESIAN COORDINATES (ANGSTROEM)
C: 0.95 -1.36 0.43
N: -0.32 -0.66 0.53
C: -1.41 -1.47 0.00
C: 0.39 0.91 -1.39
C: -0.25 0.66 -0.02
C: 0.30 1.71 1.04
O: -0.49 2.79 0.97
H: 1.29 -1.47 -0.61
H: 0.87 -2.35 0.87
H: 1.73 -0.76 0.92
H: -1.15 -2.02 -0.91
H: -1.75 -2.19 0.75
H: -2.28 -0.85 -0.13
H: 0.33 1.98 -1.59
H: 1.47 0.74 -1.36
H: -0.07 0.21 -2.09
H: -1.27 1.02 -0.18
H: 0.31 1.20 2.02
H: 1.35 1.91 0.74

Computed properties:
Charge: 0
Multiplicity: 2
Highest occupied orbital energy (spin up / spin down) in eV: -8.8 / -8.9
Electronic energy in eV: -8914.240
Frontier orbital gap (spin up / spin down) in eV: 9.75 / 7.58

Here is a cluster of 2 separate species, C5H12NO in total at a distorted geometry from the Open Molecules 2025 dataset. Energies are from the ωB97M-V functional and the def2-TZVPD basis.

CARTESIAN COORDINATES (ANGSTROEM)
C: -0.45 1.11 0.70
C: 2.92 0.33 1.49
C: 2.04 -0.74 -0.76
C: -3.08 1.15 -0.98
C: 1.80 0.12 0.45
N: 0.67 0.64 0.61
O: -2.58 -0.15 -0.67
H: -1.29 0.51 0.74
H: -0.59 2.14 0.36
H: 2.56 0.47 2.53
H: 3.64 -0.46 1.35
H: 3.32 1.28 1.30
H: 1.10 -1.13 -1.30
H: 2.57 -1.66 -0.56
H: 2.74 -0.22 -1.46
H: -4.14 1.20 -1.51
H: -2.48 1.42 -1.86
H: -3.07 1.75 0.03
H: -3.24 -0.64 -0.13

Computed properties:
Charge: +1
Highest occupied orbital energy in eV: -14.2
Electronic energy in eV: -8908.031
Frontier orbital gap in eV: 9.75

Here is the ion C5H12NO with charge +1 at a distorted geometry from the Open Molecules 2025 dataset. Energies are from the ωB97M-V functional and the def2-TZVPD basis.

CARTESIAN COORDINATES (ANGSTROEM)
O: 1.00 -1.82 -2.33
C: 0.72 -0.73 -1.91
C: 0.59 -0.57 -0.39
C: -0.85 -0.25 -0.03
C: -1.20 1.25 0.27
C: -0.22 1.92 1.19
N: 1.08 -1.82 0.23
H: 0.50 0.14 -2.53
H: 1.18 0.34 -0.19
H: -1.44 -0.57 -0.89
H: -1.27 -0.76 0.85
H: -2.16 1.17 0.77
H: -1.45 1.69 -0.70
H: 0.76 2.17 0.77
H: -0.65 2.87 1.52
H: -0.08 1.35 2.11
H: 0.69 -1.86 1.17
H: 2.09 -1.91 0.38
H: 0.71 -2.61 -0.30

Computed properties:
Charge: +1
Highest occupied orbital energy in eV: -14.9
Electronic energy in eV: -8909.793
Frontier orbital gap in eV: 11.23

Here is a cluster of 2 separate species, C5H12NO in total at a distorted geometry from the Open Molecules 2025 dataset. Energies are from the ωB97M-V functional and the def2-TZVPD basis.

CARTESIAN COORDINATES (ANGSTROEM)
C: 2.65 0.79 1.14
C: -2.21 0.99 1.07
C: 2.23 -0.62 -0.66
C: -1.84 -0.69 -0.90
C: -1.41 0.19 0.22
N: 1.84 0.29 0.37
O: -0.78 -1.44 -1.35
H: 2.19 1.46 1.95
H: 3.67 0.75 1.01
H: -3.17 0.50 1.36
H: -2.55 1.82 0.53
H: -1.72 1.52 1.90
H: 1.32 -1.05 -1.28
H: 2.79 -1.39 -0.15
H: 3.05 -0.08 -1.29
H: -2.81 -1.20 -0.84
H: -2.02 0.20 -1.73
H: -0.27 0.30 0.18
H: -0.98 -2.34 -1.53

Computed properties:
Charge: +1
Highest occupied orbital energy in eV: -12.9
Electronic energy in eV: -8906.154
Frontier orbital gap in eV: 6.50

Here is a cluster of 2 separate species, C5H12NO in total at a distorted geometry from the Open Molecules 2025 dataset. Energies are from the ωB97M-V functional and the def2-TZVPD basis.

CARTESIAN COORDINATES (ANGSTROEM)
C: -1.98 0.79 2.28
C: -1.54 0.61 0.83
C: -0.06 0.60 0.59
C: 0.88 0.71 1.53
C: -0.17 -0.40 -1.64
N: 0.38 0.30 -0.73
H: -2.22 1.82 2.54
H: -1.25 0.51 3.03
H: -2.87 0.18 2.43
H: -2.06 1.41 0.31
H: -1.88 -0.35 0.44
H: 0.68 1.22 2.46
H: 1.91 0.46 1.29
H: 0.31 -0.30 -2.60
H: -1.09 -0.89 -1.36
H: 1.33 0.60 -0.97
H: 3.07 -2.16 -2.11
H: 1.85 -2.42 -3.00
O: 2.16 -1.87 -2.27

Computed properties:
Charge: +1
Highest occupied orbital energy in eV: -14.3
Electronic energy in eV: -8909.176
Frontier orbital gap in eV: 9.24